Record 1
{"formula": "C41H57HfN6O9", "method": "ωB97M-V/def2-TZVPD", "elements": ["Hf", "C", "C", "C", "C", "C", "C", "N", "O", "C", "C", "C", "H", "H", "H", "H", "H", "H", "H", "H", "H", "H", "H", "H", "H", "H", "H", "H", "H", "H", "C", "C", "C", "O", "H", "H", "H", "H", "H", "H", "H", "C", "C", "C", "O", "H", "H", "H", "H", "H", "H", "H", "N", "C", "C", "C", "C", "H", "H", "H", "H", "H", "N", "C", "C", "C", "C", "H", "H", "H", "H", "H", "C", "C", "C", "C", "C", "C", "N", "O", "O", "H", "H", "H", "H", "H", "C", "C", "C", "C", "C", "C", "N", "O", "O", "H", "H", "H", "H", "H", "C", "C", "C", "C", "C", "C", "N", "O", "O", "H", "H", "H", "H", "H"], "positions_angstrom": [[-2.272, 6.597, 3.213], [-0.436, 2.527, 1.215], [-0.621, 3.524, 0.071], [-0.978, 2.588, -1.165], [-1.523, 3.447, -2.324], [-2.776, 4.123, -1.859], [-2.564, 5.100, -0.713], [-1.772, 4.420, 0.365], [-1.551, 5.204, 1.498], [-3.991, 5.532, -0.202], [-1.814, 6.360, -1.231], [0.748, 4.252, -0.151], [-1.395, 2.080, 1.491], [-0.258, 3.063, 2.152], [0.327, 1.783, 1.002], [-1.594, 1.716, -0.959], [0.014, 2.271, -1.491], [-1.805, 2.874, -3.211], [-0.710, 4.080, -2.683], [-3.562, 3.410, -1.600], [-3.162, 4.605, -2.762], [-4.049, 6.332, 0.532], [-4.565, 4.713, 0.233], [-4.450, 5.801, -1.155], [-2.483, 6.979, -1.836], [-1.026, 6.135, -1.951], [-1.427, 6.997, -0.438], [0.655, 5.247, -0.587], [1.388, 3.578, -0.714], [1.157, 4.503, 0.829], [-4.225, 10.245, 4.371], [-2.715, 10.090, 4.363], [-2.160, 10.482, 5.752], [-2.326, 8.826, 3.897], [-4.470, 10.453, 3.325], [-4.406, 11.234, 4.798], [-4.834, 9.454, 4.794], [-2.224, 10.764, 3.653], [-1.084, 10.662, 5.796], [-2.445, 9.745, 6.504], [-2.540, 11.462, 6.043], [-6.602, 7.697, 2.876], [-5.924, 6.410, 3.386], [-6.706, 5.197, 2.877], [-4.556, 6.353, 3.131], [-7.541, 7.999, 3.337], [-6.699, 7.694, 1.789], [-5.904, 8.483, 3.176], [-5.978, 6.485, 4.479], [-7.765, 5.227, 3.151], [-6.323, 4.269, 3.302], [-6.775, 5.188, 1.788], [-6.875, 3.825, 6.461], [-6.158, 2.717, 6.158], [-5.814, 2.031, 7.298], [-6.639, 2.524, 8.350], [-7.223, 3.640, 7.787], [-7.293, 4.539, 5.892], [-5.937, 2.573, 5.109], [-5.186, 1.161, 7.183], [-6.904, 2.052, 9.281], [-7.941, 4.244, 8.322], [-9.699, 8.617, 5.209], [-9.898, 9.362, 6.359], [-9.914, 8.508, 7.438], [-9.398, 7.260, 6.978], [-9.506, 7.327, 5.640], [-9.950, 8.776, 4.250], [-10.064, 10.427, 6.394], [-10.128, 8.804, 8.454], [-9.111, 6.338, 7.458], [-9.349, 6.652, 4.808], [-6.722, 7.576, 8.954], [-6.023, 6.482, 9.440], [-5.055, 5.857, 8.661], [-4.701, 6.360, 7.415], [-5.413, 7.459, 6.940], [-6.357, 8.117, 7.709], [-3.721, 5.674, 6.590], [-3.297, 6.270, 5.608], [-3.228, 4.656, 7.029], [-7.527, 7.951, 9.570], [-6.282, 5.991, 10.367], [-4.804, 4.864, 9.007], [-5.284, 7.732, 5.902], [-6.908, 8.886, 7.187], [-5.392, 12.543, 0.381], [-4.139, 12.635, 0.947], [-3.337, 11.520, 0.939], [-3.849, 10.280, 0.526], [-5.203, 10.175, 0.202], [-5.940, 11.338, -0.019], [-2.961, 9.125, 0.629], [-1.828, 9.257, 0.242], [-3.338, 8.218, 1.374], [-6.017, 13.391, 0.130], [-3.755, 13.598, 1.251], [-2.283, 11.625, 1.161], [-5.534, 9.156, 0.046], [-6.962, 11.351, -0.366], [-5.562, 0.468, 2.247], [-5.453, 1.790, 1.807], [-4.475, 2.616, 2.378], [-3.586, 2.136, 3.348], [-3.743, 0.853, 3.814], [-4.729, 0.027, 3.256], [-2.731, 3.075, 4.053], [-1.839, 2.552, 4.702], [-2.896, 4.275, 3.955], [-6.316, -0.114, 1.737], [-6.018, 2.207, 0.986], [-4.385, 3.664, 2.121], [-3.131, 0.530, 4.643], [-4.818, -1.025, 3.491]], "atomic_forces_ev_per_a": [[-6.55, 0.68, -1.88], [-0.99, 0.91, 1.17], [-0.24, -0.71, -0.53], [1.10, 1.85, -0.82], [0.12, -1.41, 0.42], [-0.15, 0.51, -0.64], [0.44, 1.05, 0.93], [-0.89, -0.74, -0.06], [-0.85, 2.94, 3.04], [0.86, -0.60, -0.53], [-0.52, 0.05, -0.46], [-1.10, 0.30, 0.58], [-0.02, -0.53, -0.69], [0.85, 0.05, -0.11], [0.00, 0.04, 0.09], [-0.15, 0.22, 0.38], [-0.12, -0.63, 0.13], [0.21, -0.43, 0.16], [-0.27, 0.51, 0.22], [0.27, -0.32, 0.20], [-0.29, 0.67, 0.40], [0.28, 0.11, -0.31], [0.22, -0.28, -0.20], [-0.50, 0.36, 0.29], [-0.29, 0.03, 0.20], [0.24, -0.29, 0.36], [0.08, -0.24, 0.06], [-0.12, -0.30, -0.65], [0.33, 0.33, 0.07], [0.28, -0.46, 0.04], [0.51, 1.61, -1.50], [0.77, 0.04, 0.87], [0.28, -0.10, -0.10], [0.96, -5.33, -0.89], [-0.59, -0.67, -0.06], [-0.39, -0.27, 0.55], [0.28, 0.00, 0.16], [-0.54, 0.49, -0.05], [0.13, -0.60, -0.30], [0.01, 0.02, 0.06], [-0.45, -0.13, -0.05], [1.36, 0.51, 0.10], [-1.07, 0.46, 0.62], [-0.12, -0.03, 0.27], [4.53, 0.21, -1.09], [-0.18, -0.64, 0.10], [-0.01, 0.02, -0.02], [-0.07, 0.22, -0.45], [-0.46, -0.41, 0.15], [0.04, 0.36, 0.42], [0.15, -0.09, -0.35], [0.59, -0.23, -0.08], [-1.22, -0.67, 2.47], [1.66, 0.52, -1.40], [-0.69, -1.09, -1.40], [0.31, 0.88, -1.49], [-0.97, 0.41, 1.45], [0.10, -0.25, -0.32], [0.53, -0.27, 0.19], [-0.13, -0.15, 0.58], [0.34, 0.30, 0.20], [0.04, 0.37, -0.41], [-0.14, -0.32, 1.43], [-1.19, 0.15, 0.14], [1.65, 0.66, 0.13], [-1.49, -0.81, 0.11], [1.25, -0.05, -2.61], [0.01, 0.68, 0.16], [-0.22, -0.06, -0.40], [0.26, 0.06, 0.01], [-0.36, 0.18, 0.49], [0.16, -0.57, 0.52], [0.67, 0.33, 0.07], [0.07, -0.06, -0.69], [-0.17, -0.79, 0.14], [-1.51, 0.21, 0.76], [0.57, 0.06, -0.56], [-0.40, -0.95, -0.14], [1.12, -0.47, 1.68], [0.29, 0.89, -1.11], [-0.46, 0.23, -0.68], [-0.06, 0.36, -0.26], [-0.15, 0.19, 0.08], [0.84, 0.12, -0.18], [0.27, 0.31, 0.13], [-0.18, 0.22, 0.45], [-0.93, 0.22, -0.64], [-0.02, 0.32, -0.52], [0.88, -0.81, -0.42], [-1.12, 1.56, 0.31], [0.90, -0.84, -0.55], [0.34, -0.63, 0.94], [0.85, 0.95, 1.62], [-0.13, -0.26, -0.36], [-0.21, -0.74, -0.21], [0.29, 0.39, 0.52], [0.11, -0.06, 0.07], [-0.01, -0.17, 0.25], [-0.53, 0.16, -0.24], [0.05, -0.38, -0.17], [-0.14, 1.42, -0.74], [1.41, 0.55, 0.50], [0.14, 0.23, 0.00], [-2.41, 0.64, -0.61], [-0.06, -0.91, 0.41], [0.43, -0.40, -0.26], [2.02, -2.47, 0.46], [-0.55, 1.04, -0.29], [-0.03, 1.32, -0.52], [0.12, -0.52, 0.38], [-0.34, -0.18, 0.10], [-0.04, -0.04, -0.24], [0.03, -0.24, -0.09], [0.19, 0.10, 0.60]], "total_charge": 1, "e_above_lowest_kcal_mol": 0.0, "orbital_gap_ev": 5.47, "homo_energy_ev": -9.78, "multiplicity": 1, "lumo_energy_ev": -4.3}

---

Record 2
{"formula": "C27H72N4O11", "method": "ωB97M-V/def2-TZVPD", "elements": ["C", "O", "H", "H", "H", "H", "C", "O", "H", "H", "H", "H", "C", "O", "H", "H", "H", "H", "C", "O", "H", "H", "H", "H", "C", "O", "H", "H", "H", "H", "C", "O", "H", "H", "H", "H", "C", "O", "H", "H", "H", "H", "C", "O", "H", "H", "H", "H", "C", "O", "H", "H", "H", "H", "C", "O", "H", "H", "H", "H", "C", "O", "H", "H", "H", "H", "C", "C", "C", "C", "N", "H", "H", "H", "H", "H", "H", "H", "C", "C", "C", "C", "N", "H", "H", "H", "H", "H", "H", "H", "C", "C", "C", "C", "N", "H", "H", "H", "H", "H", "H", "H", "C", "C", "C", "C", "N", "H", "H", "H", "H", "H", "H", "H"], "positions_angstrom": [[-0.221, -17.882, -0.459], [-0.115, -19.241, -0.829], [-0.524, -17.269, -1.323], [-0.927, -17.728, 0.404], [0.740, -17.406, -0.133], [0.432, -19.686, -0.164], [5.003, -20.940, 0.357], [3.952, -19.962, 0.126], [4.675, -21.909, -0.080], [5.921, -20.683, -0.187], [5.290, -21.204, 1.425], [3.171, -20.280, 0.639], [2.775, -25.241, -1.953], [1.796, -25.141, -0.945], [2.416, -25.727, -2.879], [3.217, -24.277, -2.147], [3.584, -25.943, -1.659], [0.924, -25.376, -1.312], [3.599, -18.890, -6.631], [3.158, -19.291, -5.336], [3.665, -19.813, -7.216], [2.814, -18.286, -7.022], [4.577, -18.402, -6.663], [3.955, -19.386, -4.774], [1.182, -22.557, 0.268], [1.437, -21.342, 0.955], [1.568, -22.481, -0.722], [1.631, -23.437, 0.741], [0.067, -22.642, 0.214], [1.201, -21.450, 1.880], [-0.531, -27.196, -2.836], [-0.582, -25.777, -2.509], [-0.252, -27.681, -1.911], [-1.495, -27.579, -3.243], [0.186, -27.330, -3.583], [-0.930, -25.313, -3.288], [-3.060, -20.338, -2.284], [-2.207, -20.977, -1.378], [-3.831, -21.019, -2.615], [-3.436, -19.451, -1.771], [-2.499, -20.040, -3.205], [-1.524, -20.347, -1.150], [2.070, -24.885, -5.946], [0.765, -25.157, -6.373], [2.540, -25.602, -5.206], [2.770, -25.004, -6.747], [2.118, -23.773, -5.661], [0.300, -25.046, -5.556], [-0.808, -20.832, -7.750], [-1.722, -21.344, -8.695], [-0.303, -19.922, -8.131], [-1.339, -20.581, -6.820], [-0.035, -21.574, -7.493], [-2.325, -20.666, -8.990], [3.725, -16.788, -1.142], [3.138, -18.013, -1.625], [3.186, -16.342, -0.304], [4.775, -16.891, -0.914], [3.713, -16.197, -2.021], [3.348, -18.700, -1.005], [7.234, -23.681, -3.990], [6.566, -23.096, -2.877], [7.921, -24.493, -3.726], [6.417, -24.039, -4.710], [7.912, -23.029, -4.615], [5.875, -22.490, -3.198], [-1.798, -17.206, -4.299], [-0.481, -17.908, -4.120], [0.750, -17.013, -4.091], [0.906, -16.572, -5.448], [0.958, -16.351, -6.572], [-1.805, -16.309, -3.681], [-2.689, -17.807, -4.089], [-1.875, -16.848, -5.312], [-0.296, -18.593, -4.996], [-0.429, -18.519, -3.265], [1.690, -17.559, -3.868], [0.557, -16.137, -3.407], [-2.490, -24.370, 0.716], [-3.777, -24.562, -0.106], [-3.543, -24.244, -1.615], [-4.699, -24.006, -2.478], [-5.540, -23.851, -3.245], [-2.310, -23.335, 0.838], [-1.621, -24.887, 0.293], [-2.620, -24.725, 1.714], [-4.528, -23.867, 0.323], [-4.267, -25.537, 0.109], [-2.828, -25.012, -1.985], [-2.955, -23.348, -1.547], [-1.890, -27.095, -7.938], [-2.006, -25.631, -8.511], [-2.757, -24.740, -7.511], [-2.202, -24.793, -6.135], [-1.804, -24.957, -5.057], [-1.741, -27.806, -8.755], [-2.729, -27.395, -7.335], [-1.034, -27.088, -7.281], [-2.543, -25.590, -9.448], [-1.008, -25.189, -8.593], [-3.754, -25.104, -7.410], [-2.711, -23.698, -7.911], [0.241, -22.802, -3.773], [0.657, -21.394, -4.079], [1.724, -20.772, -3.135], [3.097, -21.331, -3.373], [4.147, -21.704, -3.716], [1.129, -23.493, -3.715], [-0.450, -23.206, -4.527], [-0.239, -22.770, -2.788], [-0.189, -20.710, -4.057], [1.102, -21.312, -5.081], [1.473, -21.079, -2.119], [1.845, -19.701, -3.275]], "atomic_forces_ev_per_a": [[0.20, 1.50, 1.02], [0.31, 0.09, 0.16], [-0.24, -0.51, 0.27], [0.34, -0.19, -0.92], [-0.46, -0.80, -0.32], [-0.01, -0.17, -0.09], [-0.11, -1.34, -0.16], [0.32, -0.91, 1.41], [0.16, 0.46, 0.16], [-0.46, 0.39, 0.19], [-0.66, 1.00, -0.97], [0.58, 0.15, -0.58], [0.46, -1.47, -0.27], [-0.51, -0.28, 0.05], [-0.26, 0.64, 0.22], [0.17, 0.39, -0.32], [-0.25, 0.52, 0.29], [0.29, 0.17, -0.14], [0.05, -1.32, 0.00], [1.07, 0.54, 0.92], [0.14, 0.19, -0.36], [-0.29, 0.71, -0.53], [-0.26, 0.17, 0.23], [-0.79, -0.09, -0.38], [-1.63, -0.45, 0.60], [0.63, 0.89, 0.26], [0.37, 0.07, -0.61], [-0.12, 0.28, -0.02], [0.83, -0.47, -0.18], [-0.05, -0.03, 0.03], [-1.60, 1.29, 0.68], [-0.19, -0.74, -0.12], [-0.01, -0.37, 0.02], [0.46, 0.31, 0.56], [1.38, -0.51, -1.13], [0.01, -0.06, 0.06], [0.83, 0.64, -0.62], [-0.04, -1.24, 0.16], [-0.39, -0.08, 0.21], [-0.59, 0.14, -0.50], [-0.39, 0.01, 0.49], [0.54, 0.33, 0.22], [1.62, 1.29, 0.39], [0.50, -0.57, -0.06], [-1.10, 0.89, -0.08], [0.12, 0.10, -1.01], [0.37, -1.68, 0.14], [-1.26, -0.06, 0.39], [0.17, 0.76, 0.46], [0.24, -0.94, -0.20], [-0.13, -0.39, 0.23], [0.22, 0.07, -0.05], [-0.45, 0.07, -0.41], [-0.06, 0.35, 0.05], [-0.31, -1.18, -0.62], [-0.14, 1.14, -0.05], [-0.05, 0.01, -0.07], [0.37, -0.33, 0.46], [-0.25, 1.26, -0.53], [0.39, -0.85, 0.56], [-0.94, 0.19, -1.81], [0.95, -0.04, -0.12], [-0.68, -0.05, 0.52], [1.29, 0.03, 0.73], [-0.82, 0.13, 0.82], [0.19, -0.30, -0.10], [-0.09, 0.56, 0.12], [0.61, -1.31, -1.61], [-0.05, 0.77, 0.66], [0.23, 0.65, -0.88], [0.08, 0.17, -0.17], [-0.29, 0.05, 0.27], [0.36, -0.01, 0.08], [-0.13, 0.14, -0.50], [-0.36, 0.35, 0.84], [-0.26, -0.80, 1.29], [-0.62, 0.29, 0.44], [0.61, -0.85, -0.57], [-0.46, -1.02, -0.81], [-1.24, 0.04, 0.60], [0.75, -0.80, 1.41], [0.46, -0.53, -0.03], [-0.09, 0.11, 0.16], [0.53, 1.25, -0.25], [-0.12, 0.20, -0.07], [-0.21, -0.55, 0.72], [0.36, -0.04, -0.43], [0.65, 0.25, -0.59], [-0.81, 0.38, -0.29], [0.26, 0.79, -0.47], [0.49, 1.22, -1.06], [0.30, -0.93, 1.58], [0.96, 0.95, -0.12], [0.31, -0.43, 0.73], [-0.71, 0.26, -1.45], [0.05, -0.02, 0.24], [-0.63, -0.04, 0.02], [0.40, -0.28, 0.15], [0.00, 0.03, -0.23], [-0.10, -0.32, -0.44], [-0.98, 0.08, -0.01], [-0.33, -0.59, 0.65], [0.64, -0.65, 0.52], [1.22, 1.03, -0.86], [0.66, -1.52, -0.02], [0.91, -0.39, -1.08], [-1.86, 0.58, 0.98], [-0.78, 0.62, 0.05], [0.22, 0.35, 0.42], [-0.14, -0.46, -0.11], [-0.18, -0.10, 0.03], [-0.29, -0.03, -0.02], [-0.06, 0.68, 0.15], [-0.28, 0.04, 0.33]], "total_charge": 0, "e_above_lowest_kcal_mol": 0.0, "orbital_gap_ev": 9.81, "homo_energy_ev": -9.62, "multiplicity": 1, "lumo_energy_ev": 0.2}

---

| no. | electronic energy (Ha) |
| --- | --- |
| 1 | -2649.537907 |
| 2 | -2118.378267 |